The following is a DFT calculation (wB97M-V/def2-TZVPD) of an isolated molecule of C4H9N5.

Computed properties:
2S+1: 1
HOMO level, eV: -8.39
HOMO-LUMO gap, eV: 9.28
Electronic energy, eV: -11741.4142
Energy above the lowest of the compared OMol25 structures with the same formula, charge and spin, kcal per mole: 74.2
SMILES: CN1C/C(=N\N)N=CN1

Geometry (Å):
C (-0.82, 1.57, -0.73)
N (-0.99, 0.62, 0.37)
C (0.15, 0.13, 0.90)
C (0.72, -1.00, 0.07)
N (1.86, -0.95, -0.44)
N (2.72, 0.10, -0.06)
N (-0.26, -1.98, -0.32)
C (-1.46, -1.66, -0.19)
N (-1.95, -0.35, 0.03)
H (-0.44, 1.04, -1.64)
H (-0.18, 2.45, -0.41)
H (-1.81, 1.99, -0.97)
H (0.86, 0.90, 0.84)
H (0.01, -0.33, 1.86)
H (2.83, 0.33, 0.88)
H (3.63, -0.09, -0.53)
H (-2.20, -2.42, -0.41)
H (-2.67, -0.38, 0.75)

---

The following is a DFT calculation (wB97M-V/def2-TZVPD) of the ion C4H9N6 with charge +1.

Computed properties:
2S+1: 3
HOMO level (alpha / beta), eV: -10.50 / -12.91
HOMO-LUMO gap (alpha / beta), eV: 7.26 / 6.12
Electronic energy, eV: -13220.1613
Expectation value of S²: 2.0212
Total charge: +1
Energy above the lowest of the compared OMol25 structures with the same formula, charge and spin, kcal per mole: 37.5

Geometry (Å):
C (-1.30, 1.05, 0.07)
C (2.45, 0.81, -0.01)
C (0.02, 0.53, -0.06)
C (-1.84, -1.33, -0.05)
N (1.14, 1.00, 0.13)
N (-2.30, 0.26, -0.11)
N (3.07, -0.31, 0.14)
N (-3.58, 0.54, 0.21)
N (4.36, -0.43, 0.19)
N (-0.50, -1.43, -0.12)
H (-1.28, 2.09, 0.20)
H (3.00, 1.75, -0.04)
H (-2.11, -1.62, 0.88)
H (-2.34, -1.81, -0.83)
H (-4.18, -0.24, 0.05)
H (-4.00, 1.38, 0.65)
H (4.64, -1.21, -0.29)
H (4.98, 0.49, 0.03)
H (-0.21, -1.53, -1.03)

---

The following is a DFT calculation (wB97M-V/def2-TZVPD) of a cluster of 2 separate species, C4H9N7 in total.

Computed properties:
2S+1: 1
HOMO level, eV: -7.81
HOMO-LUMO gap, eV: 8.50
Electronic energy, eV: -14719.2006
Energy above the lowest of the compared OMol25 structures with the same formula, charge and spin, kcal per mole: 110.6

Geometry (Å):
C (1.09, -0.60, 0.01)
C (-0.58, 1.48, 0.45)
C (0.29, -1.48, 1.01)
C (0.47, -0.86, -1.38)
N (2.37, -0.51, 0.00)
N (3.44, -0.09, 0.11)
N (-2.06, 0.39, -0.82)
N (-2.42, 0.18, 0.33)
N (0.41, 2.11, 0.85)
N (-1.07, 1.32, -0.86)
N (-1.67, 0.98, 1.20)
H (0.80, -2.50, 0.87)
H (-0.76, -1.63, 0.62)
H (0.23, -1.08, 2.07)
H (0.50, 0.08, -1.91)
H (-0.71, -1.08, -1.23)
H (1.14, -1.58, -1.86)
H (0.87, 2.49, 0.09)
H (-0.64, 1.61, -1.70)
H (-1.70, 0.78, 2.15)

---

The following is a DFT calculation (wB97M-V/def2-TZVPD) of a structure of composition C4H9NO.

Computed properties:
2S+1: 1
HOMO level, eV: -8.81
HOMO-LUMO gap, eV: 9.70
Electronic energy, eV: -7828.9177
Energy above the lowest of the compared OMol25 structures with the same formula, charge and spin, kcal per mole: 78.5

Geometry (Å):
C (0.03, -0.72, -0.30)
C (-1.30, -1.15, -0.79)
C (0.40, 1.07, -0.75)
C (0.06, 0.13, 0.91)
N (1.34, 0.27, 1.53)
O (-0.98, 0.18, 1.63)
H (0.84, -1.44, -0.41)
H (1.30, 0.07, 2.52)
H (1.81, 1.14, 1.33)
H (-1.24, -1.57, -1.80)
H (-1.71, -1.88, -0.08)
H (0.16, 2.04, -0.30)
H (1.46, 1.06, -1.02)
H (-0.18, 1.12, -1.67)
H (-2.01, -0.32, -0.80)

---

The following is a DFT calculation (wB97M-V/def2-TZVPD) of an isolated molecule of C4H9NO.

Computed properties:
2S+1: 1
HOMO level, eV: -8.53
HOMO-LUMO gap, eV: 8.87
Electronic energy, eV: -7828.4114
Energy above the lowest of the compared OMol25 structures with the same formula, charge and spin, kcal per mole: 90.1
SMILES: C/N=C/[C@@H](C)O

Geometry (Å):
C (2.20, -0.32, 0.02)
N (0.94, -1.02, 0.38)
C (0.20, -0.46, -0.49)
C (-0.74, 0.58, 0.01)
C (-2.14, 0.05, -0.16)
O (-0.42, 0.90, 1.34)
H (2.07, 0.74, 0.31)
H (2.55, -0.35, -1.03)
H (2.85, -0.81, 0.71)
H (0.36, -0.59, -1.58)
H (-0.54, 1.47, -0.60)
H (-2.86, 0.77, 0.22)
H (-2.31, -0.17, -1.22)
H (-2.21, -0.89, 0.41)
H (0.05, 0.11, 1.68)

---

The following is a DFT calculation (wB97M-V/def2-TZVPD) of a structure of composition C4H9NO.

Computed properties:
2S+1: 1
HOMO level, eV: -8.02
HOMO-LUMO gap, eV: 8.70
Electronic energy, eV: -7827.4990
Energy above the lowest of the compared OMol25 structures with the same formula, charge and spin, kcal per mole: 111.2

Geometry (Å):
C (-2.27, 0.34, 0.32)
C (-1.38, -0.48, -0.57)
N (0.96, -0.30, -0.81)
C (0.38, -0.39, 0.35)
O (0.48, -0.81, 1.46)
C (2.68, 0.25, -0.01)
H (-3.33, 0.14, 0.14)
H (-2.12, 1.42, 0.17)
H (-2.05, 0.11, 1.37)
H (-1.48, -1.56, -0.44)
H (-1.52, -0.25, -1.65)
H (0.70, 0.57, -1.27)
H (2.91, 1.19, -0.51)
H (3.27, -0.58, -0.36)
H (2.77, 0.37, 1.09)